Entry 1:
Entry from the Open Molecules 2025 dataset: an isolated molecule of C2H4OS in a non-equilibrium geometry (the ωB97M-V functional and the def2-TZVPD basis).

The relative energy (zero: lowest compared OMol25 entry of this formula, charge and spin) comes out at 20.3 kcal/mol. The SMILES is CC(O)=S. For the HOMO-LUMO gap, the calculation gives 9.4 eV.

Geometry as XYZ:
```
8
Properties=species:S:1:pos:R:3:lowdin_charge:R:1
S 2.346 0.011 0.015 0.766
H -1.100 -0.400 0.915 0.110
C -0.453 -0.697 0.030 -0.076
H -0.262 -1.733 -0.238 0.080
C 0.792 0.199 0.049 -1.004
O 0.371 1.477 -0.005 -0.076
H -0.625 1.359 0.017 0.107
H -1.070 -0.216 -0.783 0.092
```


Entry 2:
Entry from the Open Molecules 2025 dataset: a structure of composition C34H46Br48ClIN2O2S in a non-equilibrium geometry (the ωB97M-V functional and the def2-TZVPD basis).

For the HOMO-LUMO gap, the calculation gives 7.5 eV.

Geometry as XYZ:
```
135
Properties=species:S:1:pos:R:3:lowdin_charge:R:1
Br 0.644 -7.167 -2.769 0.610
C 5.475 3.363 -11.658 -1.584
Br 1.977 11.904 -7.772 0.557
H 0.342 -4.992 -3.954 -0.041
C -7.282 -1.945 2.091 -1.593
H 2.526 2.379 -12.875 -0.093
Br 1.544 3.578 -4.305 0.510
Br 4.998 -5.210 0.516 0.792
H 2.660 1.224 1.030 0.071
H 2.044 -6.617 -0.199 0.079
C 0.953 -4.512 0.053 -0.175
Br -7.075 -3.149 0.578 0.567
H -5.393 -2.866 13.239 -0.024
Br -4.220 -5.044 12.916 0.568
C 0.558 -1.776 0.226 -0.356
S -1.390 0.843 4.557 0.605
H 0.086 0.273 1.356 0.112
Br 3.845 11.119 5.103 0.553
C 5.918 5.938 3.995 -1.586
Br -2.747 -3.772 3.854 0.553
Br 4.207 1.895 -4.984 0.537
Br 4.480 8.764 7.210 0.543
Br -5.131 -6.610 8.795 0.533
C 3.461 3.412 -4.020 -1.599
N -0.220 -1.366 2.739 0.054
H -1.078 -2.484 -2.657 0.045
H 3.307 10.943 7.534 -0.021
C 0.582 -0.770 1.563 -0.309
C 1.550 1.915 -13.051 -1.608
C 0.449 -1.611 -7.753 -1.574
H -0.385 -1.177 -8.314 -0.022
Br 0.645 12.273 2.290 0.543
C -9.264 -11.094 10.171 -1.615
Br 2.301 6.934 -7.092 0.537
O -3.554 -0.611 -2.726 -0.124
Br -4.284 -3.726 6.686 0.517
C -3.869 -4.765 5.094 -1.578
C -3.202 -2.118 -0.615 -0.100
H -3.776 -2.546 0.325 0.111
Br 5.682 2.159 -13.172 0.577
H 0.457 -4.425 -1.002 0.082
H 1.583 -3.141 -2.352 0.093
H 6.451 3.827 -11.482 -0.022
Br -1.984 -5.334 -3.118 0.595
H 3.925 4.313 -4.434 -0.138
H -8.633 -10.201 10.114 -0.082
Br 1.075 0.959 -11.425 0.527
C 1.370 -1.149 -1.054 -0.578
Br -8.534 -0.506 1.706 0.561
C 1.251 -2.001 -2.447 -0.269
Br -10.959 -10.543 10.950 0.544
C 3.270 10.208 6.723 -1.578
Br -8.331 -12.376 11.299 0.550
H -0.062 -2.495 -4.243 0.020
C -1.833 -1.317 -0.081 -0.183
H -6.306 -1.481 2.267 -0.024
H 2.843 -5.376 1.030 0.033
C 2.307 -5.490 -0.029 -0.308
Br -7.757 -2.901 3.717 0.533
Br 6.125 4.734 2.481 0.563
H 3.597 3.147 3.644 0.023
C -4.191 -1.177 -1.522 -0.379
C 1.463 -3.100 0.711 -0.108
Br 5.443 4.981 5.621 0.549
H 6.894 6.402 4.171 -0.023
Br 6.191 -3.495 2.970 0.544
Br 1.933 -1.800 -8.995 0.543
Br -7.743 -7.341 10.534 0.555
I 0.951 0.951 -1.503 0.882
C -6.923 -6.063 9.318 -1.603
Br -8.050 -5.706 7.774 0.561
Br -0.156 -3.333 -7.079 0.559
C 1.409 10.663 -9.158 -1.594
C 3.316 -5.048 -1.285 -0.284
N 2.016 -0.695 2.049 -0.059
Br 0.298 3.354 -13.436 0.548
H 2.840 3.294 1.882 0.082
Br 0.866 -0.376 -6.309 0.580
Br -9.482 -11.753 8.354 0.553
H 0.201 -5.063 0.767 0.128
H -4.265 0.203 0.376 0.082
H -0.544 -0.831 -3.501 0.039
H -2.139 -0.906 0.988 0.116
H -5.072 -1.883 -1.910 0.136
C -0.195 -1.910 -3.210 -0.179
H -5.015 0.984 -1.206 0.089
Br 4.667 6.714 -4.916 0.624
Br 4.223 4.802 -12.043 0.567
H 7.183 -5.404 1.705 -0.027
H 2.093 -1.161 3.001 0.130
Br -0.162 9.649 -8.623 0.545
C 4.335 -4.361 -2.012 -0.011
H 1.121 11.264 -10.027 -0.024
H -2.814 -3.023 -1.267 0.083
Br 5.000 2.407 -10.032 0.539
H 0.682 1.909 2.847 0.071
H -6.822 -5.120 9.866 -0.117
C 6.606 -4.533 1.378 -1.541
Br 7.728 -3.541 0.137 0.550
Br -0.701 13.454 4.969 0.547
H 2.525 -1.185 -0.752 0.112
C 4.218 6.767 -6.808 -1.564
C 1.796 1.714 3.159 -0.266
Br 2.861 9.500 -9.728 0.533
Br 3.910 3.358 -2.128 0.512
Br 1.757 0.711 -14.565 0.551
C 2.589 3.179 3.040 -0.154
Cl 4.328 0.562 2.723 0.512
C -0.289 -5.885 -3.897 -1.580
H 1.817 1.292 4.258 0.114
H -3.292 -5.635 5.422 -0.022
Br -0.507 -6.544 -5.714 0.545
Br -1.860 10.759 3.636 0.550
Br -7.272 -4.214 12.299 0.596
H 1.852 4.023 3.404 0.087
C -5.430 -3.601 12.429 -1.572
C -0.882 -0.365 3.421 -0.558
H 1.410 -3.257 1.894 0.133
H 2.600 -2.991 0.459 0.110
C 2.555 0.717 2.083 -0.615
H 2.049 -1.522 -3.195 0.111
H -1.693 -0.430 -0.830 0.098
C -0.282 11.852 3.947 -1.620
H -4.308 -0.259 -3.319 0.125
H 4.996 -3.670 -2.721 0.087
H -5.991 -0.410 -0.326 0.043
H 4.682 7.669 -7.221 -0.029
Br 4.666 7.376 3.610 0.531
Br 1.428 9.595 6.593 0.593
Br -5.477 -5.441 4.233 0.517
H 0.405 11.256 4.555 -0.114
Br -4.855 -2.690 10.809 0.563
O -0.770 -2.322 -0.073 -0.168
Br 4.964 5.251 -7.771 0.539
C -4.908 -0.007 -0.581 -0.064
```